Entry 1:
Entry from the OMol25 dataset: a structure of composition C8H8Cl2CoLuN2O3 in a non-equilibrium geometry (ωB97M-V/def2-TZVPD).

Computed properties:
Frontier orbital gap (alpha / beta) ... 8.323 / 6.183 eV
Relative energy (zero: lowest compared OMol25 entry of this formula, charge and spin) ... 0.00 kcal per mole
HOMO energy (alpha / beta) ... -24.99 / -24.90 eV
LUMO (alpha / beta) ... -16.7 / -18.7 eV
Total charge ... +4
Multiplicity ... 5
F_max ... 12.983 eV Å⁻¹
<S²> ... 6.02

Element x y z (Å)
1 Lu -2.52145 -1.70028 1.40217
2 Cl -2.85612 -0.94875 -0.89268
3 C 1.63436 1.82428 -1.49755
4 H 0.88847 -2.25779 -1.89632
5 H 1.42892 3.95212 -1.47329
6 C 1.94034 0.54496 -1.95733
7 N 0.90016 1.64793 -0.39050
8 Cl -0.30064 -2.42663 2.67792
9 H 0.53280 2.39726 0.19856
10 H 2.42938 -2.19312 -0.98499
11 C 1.36848 -0.36836 -1.08133
12 O 0.98223 0.87464 3.55901
13 C 0.48176 0.49350 2.56006
14 H 2.52147 0.32685 -2.83000
15 C 1.91019 3.16084 -2.06552
16 C -3.78566 -2.43334 3.36336
17 N 0.69098 0.31999 -0.11080
18 O -5.89786 -1.01886 0.89356
19 H 1.50730 3.19765 -3.08483
20 Co 0.07336 -0.67784 1.31627
21 O -4.38247 -2.76773 4.29719
22 C -4.83437 -1.28219 1.24653
23 C 1.39756 -1.82791 -1.02730
24 H 2.98944 3.36743 -2.10898
25 H 0.90137 -2.20465 -0.11322

Forces on the atoms, in the same order (eV/Å):
Lu -1.7 -1.3 -0.8
Cl 1.1 -0.3 1.5
C -1.3 3.3 1.6
H 0.1 -0.1 -0.1
H 0.2 -0.2 -0.2
C 1.4 -0.6 -2.0
N 0.7 1.0 -1.0
Cl -0.7 0.7 -0.9
H 0.0 -0.1 -0.2
H 0.1 -0.1 -0.2
C -2.2 -0.7 3.0
O -3.2 -2.1 -6.4
C 4.5 5.6 10.8
H 0.3 -0.2 -0.5
C -0.3 -0.1 0.7
C -2.9 -2.2 5.7
N 1.9 -0.5 -3.3
O 4.5 -1.2 1.8
H 0.2 0.0 -0.2
Co 0.4 -3.7 -1.9
O 2.9 1.7 -4.7
C -5.8 1.7 -2.3
C 0.1 -0.2 0.1
H 0.0 -0.2 -0.2
H 0.0 -0.1 -0.2

Entry 2:
Entry from the OMol25 dataset: the molecule C4H5Cl2FS in a non-equilibrium geometry (ωB97M-V/def2-TZVPD).

Computed properties:
Frontier orbital gap ... 10.098 eV
Relative energy (zero: lowest compared OMol25 entry of this formula, charge and spin) ... 6.89 kcal per mole
HOMO energy ... -9.48 eV
LUMO ... 0.6 eV
SMILES ... F/C=C(/CS)C(Cl)Cl
F_max ... 1.328 eV Å⁻¹

Element x y z (Å)
1 H -0.52429 -1.52167 0.89326
2 S 2.41594 -0.71204 -0.16576
3 H 0.00236 2.25889 -1.07099
4 Cl -1.36222 -1.82748 -1.25375
5 F -1.76205 1.34147 -1.46535
6 Cl -2.57254 -0.42470 1.01968
7 H 1.76378 -1.86107 -0.04572
8 H 1.08379 0.15821 1.66713
9 C -0.18152 0.34496 -0.06219
10 C -0.58405 1.33449 -0.86327
11 H 1.59220 1.37549 0.53841
12 C 1.17370 0.38364 0.59060
13 C -1.04509 -0.85018 0.21795

Forces on the atoms, in the same order (eV/Å):
H -0.1 0.0 0.0
S 0.3 0.4 -0.1
H -0.4 -0.9 0.2
Cl 0.0 0.1 0.1
F -0.3 -0.1 -0.2
Cl 0.0 0.0 0.0
H -0.3 -0.3 0.1
H 0.0 0.0 -0.4
C -0.2 0.5 -0.5
C 1.1 0.5 0.5
H 0.2 0.3 -0.2
C -0.5 -0.4 0.5
C 0.2 -0.2 -0.2

Entry 3:
Entry from the OMol25 dataset: a cluster of 2 separate species, C2H4NO2 in total in a non-equilibrium geometry (ωB97M-V/def2-TZVPD).

Computed properties:
Frontier orbital gap ... 9.151 eV
Relative energy (zero: lowest compared OMol25 entry of this formula, charge and spin) ... 115.04 kcal per mole
HOMO energy ... -15.72 eV
LUMO ... -6.6 eV
Total charge ... +1
F_max ... 3.388 eV Å⁻¹

Element x y z (Å)
1 H 2.30151 0.56533 -2.25661
2 O -1.22204 -1.88012 2.85236
3 O 0.91245 0.15951 -0.75465
4 H -0.05333 -0.04342 0.26736
5 N -1.12536 -1.10573 2.03630
6 C -1.03063 -0.35092 1.08590
7 H 0.63057 1.53978 -2.33767
8 C 1.26433 0.71345 -1.76704
9 H -1.67750 0.40211 0.87403

Forces on the atoms, in the same order (eV/Å):
H -1.4 -0.3 1.0
O 0.0 -0.7 0.9
O 0.3 -0.4 0.3
H -0.7 -1.0 0.7
N 0.1 1.0 -1.6
C 3.2 -1.1 -0.3
H 0.8 -1.7 1.3
C 0.3 2.2 -2.1
H -2.6 2.0 -0.1

Entry 4:
Entry from the OMol25 dataset: a structure of composition C45H54MnNO4PS5Si4Te in a non-equilibrium geometry (ωB97M-V/def2-TZVPD).

Computed properties:
Frontier orbital gap (alpha / beta) ... 5.958 / 6.183 eV
Relative energy (zero: lowest compared OMol25 entry of this formula, charge and spin) ... 35.34 kcal per mole
HOMO energy (alpha / beta) ... -2.01 / -2.23 eV
LUMO (alpha / beta) ... 3.9 / 3.9 eV
Total charge ... -2
Multiplicity ... 6
F_max ... 4.732 eV Å⁻¹
<S²> ... 8.76

Element x y z (Å)
1 H 0.85647 -5.03586 3.53049
2 H 5.96672 -2.71453 4.05890
3 H 3.70488 4.61404 5.58276
4 H -7.00851 0.59901 -4.61958
5 H -0.00804 3.69265 0.34618
6 H 7.14174 -4.22158 -0.00647
7 Te 3.73038 -0.58280 0.72639
8 C -6.20589 0.38011 -3.94625
9 H -2.22985 -0.33904 -1.27584
10 C -3.27730 -0.19384 -0.93485
11 C -2.60169 2.98248 -2.57773
12 Si 1.03326 -4.02528 1.20789
13 H 2.27852 -1.94725 5.49461
14 O -0.03550 0.77260 2.46049
15 C -2.10547 1.73414 -5.14032
16 H -4.73563 1.47580 -5.05499
17 H 3.61194 -4.89941 -1.71226
18 C -1.92424 0.67132 -6.08327
19 S 1.21860 1.72872 -2.77377
20 H -5.00122 2.44538 1.93095
21 H 2.13284 2.87904 6.22466
22 C 0.97150 -5.43537 2.58090
23 H 4.29006 -3.35583 -2.07159
24 C -5.59389 -0.40006 -1.88440
25 H 0.23695 -6.22124 2.28707
26 C 3.90387 -4.72467 4.27923
27 C -3.14358 5.45052 -1.48756
28 H 3.00661 -5.32705 4.22220
29 H -1.31608 3.44016 5.08844
30 C -0.37667 -2.95446 1.59975
31 H 1.28805 -2.90960 4.32061
32 H -3.44693 3.18780 5.84699
33 C -4.41353 2.92821 3.94762
34 H -2.23170 3.85403 -4.95459
35 C -6.52956 -0.29811 -2.84171
36 C 1.77992 4.39909 2.74751
37 H -2.00842 4.25069 -7.40769
38 H 6.67786 -3.90664 1.76606
39 C -3.32265 3.10634 4.80099
40 C 0.85367 -0.90700 -3.47393
41 C -4.10711 4.81385 -2.27868
42 H -1.38424 2.41967 -8.97898
43 H -5.32654 2.84003 4.50871
44 H 5.21325 -1.18913 3.38738
45 Si 3.12424 -2.94520 1.31216
46 C -2.04214 3.28860 4.28380
47 H -5.88375 -0.87390 -0.90749
48 H 4.17313 -4.68008 5.32303
49 H 0.75386 -3.87550 -1.08029
50 H 1.72636 4.65264 1.69694
51 Si 3.58980 -2.91172 3.56067
52 H -0.13739 -5.32429 -0.65539
53 H 5.12746 -6.32178 1.64849
54 C 0.99233 2.97734 4.46712
55 H -5.02974 5.38365 -2.41031
56 H 4.48428 -6.81997 -0.09775
57 N -3.40929 -0.00222 0.32357
58 H -1.87603 -0.35673 -5.79645
59 O 0.53748 1.80048 0.54694
60 C 2.89215 4.36096 4.87187
61 H 1.64449 -5.30128 -0.96065
62 C -1.88125 4.86843 -1.30494
63 Mn 1.54666 0.46702 -0.69021
64 H -2.62891 2.89995 1.10412
65 C -3.94579 0.67041 -3.17076
66 C 2.07435 -2.21606 4.42898
67 C -1.82735 3.27666 -7.02085
68 C -4.30155 0.00985 -1.98300
69 H -1.34485 0.01083 -8.00726
70 H -3.23722 6.48173 -1.15599
71 H 1.94272 -6.03588 2.62436
72 H 5.03476 -1.71262 5.23738
73 C 2.83403 4.81707 3.57391
74 C 1.22269 -0.98461 -6.12039
75 C -4.15967 2.72735 2.60591
76 H 4.73544 -5.18992 3.72503
77 H 6.58120 -2.64275 0.50439
78 C -2.85104 2.94649 2.12596
79 C -0.38515 3.18954 2.31505
80 C -1.79714 3.18812 2.92402
81 P -2.19356 1.30424 -3.35513
82 C 0.78919 3.55459 3.21685
83 O -0.39697 4.02269 1.17065
84 C -1.50957 2.24080 -7.89891
85 C 1.19791 0.32949 -3.79519
86 Si 4.70642 -4.27521 0.28981
87 C 4.47972 -6.10084 0.74812
88 H 0.45990 2.07362 4.73624
89 H -0.54829 -2.19236 0.87329
90 O -2.29163 -0.36227 0.98203
91 C -3.83489 3.59698 -2.81112
92 H -1.30499 -3.44776 1.85135
93 C 5.12912 -2.02699 4.05009
94 C 6.44192 -3.75246 0.67098
95 C -2.12740 3.02798 -5.65892
96 H -7.54114 -0.70486 -2.75239
97 H -4.56871 3.10768 -3.38811
98 C 4.49036 -4.25270 -1.59422
99 C -4.94013 0.87217 -4.12093
100 H 5.36702 -4.68198 -2.04647
101 C 0.81855 -4.80207 -0.50796
102 S 0.82249 -2.02341 -4.84116
103 H -1.19005 5.41174 -0.68992
104 H 3.40068 -6.15832 1.11749
105 C -1.53988 0.92835 -7.38080
106 H -2.32269 0.07275 1.84661
107 S 1.16206 -1.53401 -7.65652
108 C 2.00942 3.38922 5.29140
109 C -1.62585 3.62921 -1.83375
110 S 1.59621 0.59746 -5.50304
111 H 1.69406 -1.26554 3.92711
112 H -0.07105 -2.32466 2.48827
113 S 0.58338 -1.50557 -1.82656
114 C 0.01490 1.76781 1.75290
115 H -0.62242 3.11695 -1.87291
116 H 3.62392 5.46772 3.23651

Forces on the atoms, in the same order (eV/Å):
H -0.7 0.6 1.9
H 0.4 0.1 -0.4
H -0.5 0.2 -0.8
H -0.1 0.1 -0.8
H 0.1 -1.2 0.8
H 0.4 -0.5 0.1
Te -0.2 0.0 -0.1
C -0.4 1.0 -1.7
H -0.6 -0.5 0.0
C 1.3 0.6 0.2
C 0.0 -0.6 -0.7
Si 0.6 -1.9 0.1
H -0.3 -0.4 -0.7
O -0.6 0.3 0.3
C -0.4 -0.6 -1.1
H 0.0 -0.8 1.2
H 0.3 0.0 -0.5
C 0.9 1.3 0.7
S 0.6 0.3 0.1
H 1.0 0.4 0.4
H 0.2 -0.1 0.5
C 1.8 -1.6 -2.9
H -0.4 2.0 -0.7
C -0.5 -2.1 4.2
H 0.0 0.8 0.4
C -0.1 1.0 -0.7
C 1.1 -0.1 -0.6
H 0.0 -0.3 -0.2
H 0.3 0.0 -0.9
C 0.3 1.5 1.6
H -1.1 -0.9 0.3
H -0.3 0.1 1.0
C 1.0 -0.7 1.2
H -0.2 -0.1 -0.4
C -1.9 -0.7 0.4
C 0.3 0.4 -0.1
H 0.3 0.8 -0.2
H 0.1 -0.1 -1.2
C 0.5 0.8 -1.7
C -0.1 -1.6 0.6
C 0.0 2.1 1.2
H 0.2 -0.1 0.7
H -0.8 -0.2 -0.7
H 0.6 0.7 0.0
Si 0.1 0.4 -0.1
C -0.3 -0.3 1.8
H 0.3 0.3 -1.0
H 0.3 0.2 0.5
H -0.2 0.0 -0.3
H 0.1 0.4 0.1
Si -0.4 -1.6 0.9
H 0.3 -0.1 0.1
H -0.6 -0.3 -1.2
C -0.3 -0.8 -0.1
H 0.0 -0.6 -0.3
H 0.7 0.3 0.6
N -2.0 -0.1 -1.2
H -0.2 -0.5 0.6
O -0.8 0.2 1.3
C 1.0 -0.1 1.0
H 0.6 -0.8 0.0
C -1.2 0.8 0.4
Mn -0.3 -0.2 0.4
H -0.1 -0.3 -1.6
C 0.6 0.0 -0.6
C 0.7 2.4 0.0
C -0.6 -1.1 0.3
C 1.1 0.9 -0.2
H -0.1 1.4 0.5
H -0.5 -0.2 0.2
H -1.1 0.9 -0.2
H 0.1 -0.4 -3.0
C -0.4 -0.1 -0.1
C 0.0 0.8 1.4
C -0.6 0.5 -0.7
H -0.3 0.0 0.1
H -0.4 -1.0 0.1
C -2.2 -0.7 -0.3
C 0.8 -0.8 -2.0
C 2.1 0.2 1.6
P -0.8 0.6 0.5
C -0.1 0.1 0.3
O -0.9 1.9 0.5
C -0.6 -0.3 0.4
C 0.3 1.4 -1.0
Si -0.2 -0.1 -1.0
C -1.4 -0.1 1.2
H -0.4 0.2 0.0
H -0.3 0.4 -0.8
O 1.1 0.0 0.5
C 0.6 -0.6 0.3
H -0.3 -0.3 0.0
C -0.3 0.4 3.4
C 0.5 1.7 1.3
C 0.9 -0.1 -0.1
H 0.4 0.1 0.3
H -0.7 -0.4 -0.6
C -0.3 -1.6 1.5
C 0.9 1.0 -1.6
H 0.3 -0.5 -0.3
C -0.8 1.0 0.5
S -0.3 -0.6 1.0
H 0.5 0.0 0.0
H 1.3 0.0 -0.3
C -0.4 -0.8 -1.2
H 0.0 0.0 -0.1
S 0.2 0.0 -1.2
C -0.2 -0.1 -0.2
C 1.3 -1.4 -1.0
S -0.2 -0.2 -0.2
H 0.6 -1.0 0.5
H -0.4 -0.7 -0.6
S -0.2 0.2 -0.7
C 1.3 -0.9 -1.1
H -1.1 0.8 0.7
H 0.0 0.1 -0.4

Entry 5:
Entry from the OMol25 dataset: a cluster of 2 separate species, C16H29N5O5 in total in a non-equilibrium geometry (ωB97M-V/def2-TZVPD).

Computed properties:
Frontier orbital gap ... 7.930 eV
HOMO energy ... -7.72 eV
LUMO ... 0.2 eV
SMILES ... CC(=O)NCCCCc1nc(CO)c[nH]1.CNC(=O)[C@H](CO)NC(C)=O
F_max ... 1.768 eV Å⁻¹

Element x y z (Å)
1 C -5.82484 1.89925 -2.83929
2 C 1.97046 0.40916 4.86317
3 H 0.51099 -1.06924 5.41823
4 H 0.25558 1.50929 4.62540
5 H -2.90695 0.54395 1.25913
6 N 3.52233 -1.64661 0.36533
7 H 4.25678 -4.39618 0.46384
8 O -3.31174 -0.12552 0.70053
9 C -0.96705 0.04839 -4.95430
10 H -0.21925 0.83420 -5.07710
11 H 3.18299 0.60048 1.60683
12 H -4.55387 0.26013 -1.40859
13 H 2.72120 1.32974 0.06089
14 H 1.57948 3.38920 3.67947
15 H -1.41564 -0.54069 0.02892
16 C 1.33539 -0.52107 5.88039
17 H 0.94645 -0.77222 -1.26681
18 H 2.77127 2.23489 3.10743
19 N -3.87346 0.85289 -1.85971
20 H 0.76136 0.04080 2.03654
21 C 4.19434 -3.95089 -0.53355
22 C -1.45345 0.34973 -2.54124
23 C 2.56066 -0.78658 0.13209
24 N 1.70834 -1.29356 -0.82683
25 C 3.29141 -2.74196 -0.46358
26 C -2.42689 -0.43138 -0.36223
27 H 2.07415 -1.24038 6.24596
28 H -2.72696 -1.37918 -0.81211
29 H -2.75399 0.74423 -4.02023
30 H -6.18000 0.96426 -3.26775
31 C 2.45422 0.56155 0.79198
32 O -0.30403 0.06451 -2.21874
33 C 0.90378 2.21103 2.00233
34 O 3.73643 -4.94369 -1.47181
35 C 1.03963 0.83057 1.33145
36 C 2.16330 -2.53658 -1.20570
37 H 4.34509 -5.70144 -1.48677
38 N -1.83660 0.36950 -3.82360
39 H -2.14040 1.60338 -0.97357
40 H 1.75561 -3.21214 -1.95113
41 H -6.30618 2.07428 -1.87898
42 H 5.19774 -3.61893 -0.81714
43 H -0.45286 -0.89749 -4.77223
44 O -3.59679 2.62315 -3.20913
45 C 1.70239 2.36805 3.30385
46 H -6.05280 2.72218 -3.51634
47 H -0.15331 2.39179 2.21882
48 C -2.47350 0.67194 -1.43110
49 H 0.33599 0.79150 0.49551
50 N 1.21834 1.43123 4.31553
51 H 1.22764 2.98141 1.29535
52 O 3.13670 0.25130 4.54586
53 C -4.32993 1.82723 -2.64317
54 H 0.95468 0.05439 6.72789
55 H -1.55426 -0.03386 -5.87002

Forces on the atoms, in the same order (eV/Å):
C 0.1 0.0 0.1
C 0.8 0.3 -0.5
H 0.0 0.0 0.1
H 0.3 0.1 -0.2
H 0.0 0.0 0.0
N 0.4 -0.8 -0.1
H 0.1 0.0 0.0
O -0.3 -0.2 -0.1
C 0.2 0.1 0.5
H 0.0 -0.1 -0.1
H 0.0 -0.2 -0.2
H 0.1 0.0 0.1
H 0.0 0.1 0.0
H 0.0 -0.1 0.0
H 0.1 0.0 -0.3
C -0.3 0.3 -0.1
H 0.3 -0.3 0.2
H -0.3 -0.3 0.4
N 0.8 -1.4 0.8
H 0.0 0.0 0.0
C 0.3 -0.1 0.3
C 0.2 -0.1 -0.3
C 0.1 -0.9 -0.6
N -0.4 0.8 0.2
C -0.4 0.0 -0.3
C 0.2 0.4 0.0
H -0.1 0.3 -0.3
H -0.1 0.0 0.2
H 0.3 0.0 0.0
H -0.2 -0.1 0.0
C -0.5 -0.3 -0.1
O -0.1 0.1 0.1
C 0.2 -0.3 -0.1
O -0.1 0.3 0.1
C 0.2 0.4 0.1
C 0.7 -0.1 0.3
H -0.2 0.6 0.2
N -0.8 -0.1 -0.1
H 0.1 0.2 0.0
H -0.2 0.5 0.2
H -0.2 -0.1 0.0
H 0.0 0.0 0.1
H 0.0 0.1 0.0
O 0.4 0.1 0.0
C -0.4 0.0 -0.2
H 0.1 -0.1 0.1
H 0.0 0.1 0.0
C -0.4 0.1 -0.5
H 0.0 0.0 0.0
N 0.0 -0.7 0.7
H -0.1 0.0 0.0
O -0.2 0.1 -0.1
C -0.4 1.2 -0.8
H -0.1 -0.1 0.0
H -0.1 0.1 0.2

Number 1: calculated total energy -4181.7442 hartree. Number 2: calculated total energy -1573.8220 hartree. Number 3: calculated total energy -283.3728 hartree. Number 4: calculated total energy -7012.3467 hartree. Number 5: calculated total energy -1277.1173 hartree.